Molecular formula: C43H82F21N5O19
Method: DFT, the ωB97M-V functional and the def2-TZVPD basis

Structure (XYZ):
```
170
Properties=species:S:1:pos:R:3:lowdin_charge:R:1
C 2.13556 -1.01600 -4.02026 0.025
C 2.87057 -1.64269 -5.18234 -0.302
O 3.77227 -1.07084 -5.80768 0.102
N 2.27502 -3.00076 -5.69605 0.113
H 1.49810 -3.17947 -5.07593 0.058
H 1.93697 -2.99546 -6.64778 0.165
C 3.35726 -4.12505 -5.61317 0.042
H 2.50601 -0.00539 -3.84842 0.063
H 2.29635 -1.44311 -3.03040 0.078
H 1.09117 -0.81412 -4.25818 0.108
H 2.81186 -5.03143 -5.35028 0.092
H 3.80939 -3.87064 -4.65455 0.084
H 4.10866 -4.17193 -6.40139 0.097
C 0.62651 1.01617 -0.57710 0.032
C 0.17731 -0.40435 -0.30225 -0.323
O 0.73084 -1.29214 -0.86572 0.125
N -1.01293 -0.65648 0.69256 0.137
H -0.87522 -0.46594 1.67482 0.110
H -1.68931 0.07081 0.50913 0.089
C -1.64467 -2.07381 0.48639 0.041
H 0.88204 1.59437 0.31087 0.090
H 0.04099 1.47894 -1.37153 0.095
H 1.58249 0.76441 -1.03624 0.052
H -2.30251 -2.11889 -0.38154 0.096
H -2.21587 -2.07551 1.41473 0.057
H -0.90488 -2.86622 0.59994 0.071
C 4.67469 3.65268 -2.28034 0.015
C 3.65252 3.02654 -3.17131 -0.283
O 2.58397 2.44935 -2.62578 0.039
N 3.98966 2.94985 -4.62815 0.154
H 4.87408 2.46284 -4.65521 0.160
H 3.32215 2.40371 -5.15375 0.167
C 4.21440 4.45170 -5.19293 0.069
H 4.25296 4.64766 -2.13806 0.112
H 5.67005 3.72957 -2.71791 0.095
H 4.77768 3.21067 -1.28932 0.098
H 3.25196 4.96237 -5.16094 0.094
H 4.61802 4.66879 -6.18190 0.093
H 4.97097 5.03953 -4.67315 0.093
C -5.01352 -0.97956 2.02788 0.018
C -4.45435 -0.90323 3.45048 -0.281
O -4.85427 -1.72631 4.33620 0.056
N -3.49685 0.20479 3.83389 0.097
H -2.57061 -0.19558 3.79052 0.071
H -3.61089 0.82424 3.04435 0.098
C -3.75097 0.90936 5.16457 0.043
H -4.79855 -1.90754 1.49803 0.066
H -4.66447 -0.20502 1.34499 0.055
H -6.09580 -0.85016 2.03247 0.098
H -2.97951 1.67671 5.22883 0.084
H -3.64941 0.16950 5.95854 0.090
H -4.76983 1.29242 5.22203 0.098
C -2.35508 -3.91252 6.27055 0.028
C -2.65291 -4.65215 5.02287 -0.385
O -3.40981 -5.59761 4.87484 0.157
N -2.17972 -4.06638 3.74093 0.102
H -2.90560 -4.19848 3.05120 0.082
H -2.19213 -3.05704 3.77524 0.116
C -0.94517 -4.80281 3.19492 0.056
H -1.59385 -3.14621 6.12431 0.080
H -2.07129 -4.61182 7.05703 0.098
H -3.22739 -3.38336 6.65418 0.102
H -0.59170 -4.37354 2.25742 0.086
H -1.26266 -5.81697 2.95249 0.091
H -0.14664 -4.88774 3.93196 0.097
C -0.08869 -3.88269 -3.05377 -0.445
O 1.06545 -4.68657 -2.99340 -0.110
O -0.18067 -3.40868 -4.39194 -0.263
C -1.29895 -4.51213 -2.31057 -0.555
F -1.15125 -4.55834 -1.00134 0.126
F -2.45417 -3.80413 -2.35182 0.103
F -1.64671 -5.74195 -2.74383 0.129
C 1.94852 -4.57077 -1.78134 -0.200
C 2.92174 -5.74088 -1.87478 -0.079
H 3.14531 -6.16769 -2.85250 0.066
H 3.83819 -5.60018 -1.30170 0.075
H 2.33901 -6.50162 -1.35536 0.067
H 1.53465 -4.40964 -0.78593 0.117
H 2.58533 -3.71251 -1.99570 0.076
H 0.07160 -2.98152 -2.46191 0.108
C -4.56117 -5.31327 0.79970 -0.449
O -5.96072 -5.10903 0.80287 -0.080
O -3.97519 -4.27449 1.51281 -0.222
C -4.31912 -6.72645 1.27290 -0.647
F -4.91662 -6.97331 2.42338 0.139
F -4.87429 -7.63322 0.41469 0.118
F -3.12630 -6.97573 1.62816 0.195
C -6.50929 -4.19002 -0.17888 -0.249
C -7.05015 -4.77242 -1.48442 -0.087
H -7.45477 -3.95263 -2.07800 0.066
H -6.18276 -5.02772 -2.09316 0.067
H -7.81570 -5.54684 -1.43642 0.072
H -5.97584 -3.27093 -0.42138 0.108
H -7.41995 -3.79557 0.27190 0.103
H -4.16541 -5.21893 -0.21152 0.140
C 2.42648 5.78408 2.40905 -0.423
O 3.26778 5.42157 3.56146 -0.112
O 2.82848 7.11690 2.08494 -0.305
C 2.49192 4.75176 1.20663 -0.611
F 1.66398 3.75467 1.50553 0.096
F 2.24647 5.20728 -0.00691 0.157
F 3.60722 4.05572 1.13780 0.128
C 3.11263 4.06580 4.13890 -0.298
C 3.44895 3.97615 5.57116 -0.099
H 2.65323 4.60636 5.96836 0.068
H 3.46595 2.95733 5.95824 0.070
H 4.35496 4.55953 5.73518 0.079
H 3.87354 3.50756 3.59347 0.092
H 2.20351 3.50631 3.91850 0.093
H 1.43923 5.84951 2.86640 0.120
C -0.14128 -0.50078 4.57286 -0.385
O -0.35265 0.90476 4.60691 -0.099
O -1.06495 -1.01990 3.65082 -0.238
C 1.45031 -0.75705 4.40214 -0.530
F 2.19668 -0.56493 5.48833 0.127
F 1.82525 -2.03524 4.09463 0.094
F 1.98294 0.00828 3.45105 0.153
C 0.37443 1.53578 5.68844 -0.234
C -0.14555 3.00493 5.70674 -0.066
H 0.33614 3.66641 6.42684 0.072
H -0.03453 3.38732 4.69207 0.076
H -1.21519 3.16188 5.84582 0.051
H 1.45397 1.68565 5.70359 0.097
H 0.08961 1.11985 6.65487 0.113
H -0.49200 -0.80650 5.55857 0.127
C 5.36253 -0.02037 -1.74957 -0.505
O 5.39424 0.53893 -0.46974 -0.102
O 6.32676 0.73598 -2.41966 -0.252
C 5.30807 -1.57255 -1.57976 -0.457
F 4.07985 -2.06778 -1.19482 0.072
F 5.44023 -2.03096 -2.84839 0.084
F 6.26126 -2.21209 -0.79271 0.096
C 4.18146 0.62937 0.26469 -0.251
C 4.54581 1.14809 1.65566 -0.079
H 5.25912 1.97000 1.71686 0.077
H 3.70338 1.61100 2.16960 0.043
H 4.90146 0.34067 2.29574 0.072
H 3.67888 -0.30820 0.50236 0.111
H 3.60983 1.43255 -0.20032 0.093
H 4.44881 0.26332 -2.27182 0.106
C 0.38620 7.28337 -4.67653 -0.495
O -0.31635 6.03689 -4.75077 -0.120
O 1.24483 7.28206 -5.77083 -0.284
C -0.72227 8.32169 -4.37095 -0.497
F -1.87679 7.82045 -4.97682 0.051
F -1.00995 8.55543 -3.07495 0.122
F -0.61231 9.52654 -4.97918 0.098
C -0.17175 5.20235 -3.63212 -0.261
C -1.05300 3.99957 -3.98613 -0.098
H -1.19000 3.31415 -3.14975 0.044
H -2.02541 4.27847 -4.39201 0.077
H -0.62453 3.36772 -4.76413 0.060
H -0.52879 5.53922 -2.65890 0.121
H 0.77091 4.65668 -3.67384 0.094
H 1.07874 7.39556 -3.84233 0.125
C -3.17745 2.18384 0.04931 -0.354
O -2.75698 1.22593 -1.01133 -0.157
O -3.12438 1.43217 1.23530 -0.253
C -2.35106 3.49758 0.03929 -0.566
F -2.98178 4.43596 0.76549 0.140
F -1.06803 3.21428 0.54433 0.083
F -2.22667 4.03677 -1.10996 0.197
C -3.77307 0.73604 -1.91141 -0.250
C -3.03257 -0.06030 -2.98068 -0.058
H -2.75565 0.54561 -3.84340 0.073
H -2.10926 -0.44092 -2.54395 0.062
H -3.60977 -0.93561 -3.27864 0.072
H -4.24512 1.63928 -2.29797 0.113
H -4.57396 0.09130 -1.54950 0.105
H -4.20924 2.44598 -0.18479 0.137
```

* net charge: -2
* orbital gap: 4.3 eV
* 2S+1: 1
* total energy: -149326.484 eV